(1)
{"formula": "C21H32BFI2O12", "method": "ωB97M-V/def2-TZVPD", "molar_mass_g_mol": 760.09, "homo_energy_ev": -1.299, "total_charge": -2, "species": ["C", "C", "F", "C", "C", "C", "B", "O", "O", "O", "C", "O", "C", "C", "C", "C", "I", "C", "O", "O", "C", "I", "C", "O", "O", "H", "H", "H", "H", "H", "H", "H", "H", "H", "H", "H", "H", "H", "H", "H", "H", "O", "C", "O", "C", "C", "C", "H", "H", "H", "H", "H", "H", "H", "H", "O", "C", "O", "C", "C", "C", "H", "H", "H", "H", "H", "H", "H", "H"], "positions_angstrom": [[1.5855, -2.7994, -6.0663], [1.9789, -3.0659, -4.5743], [1.6104, -4.3978, -4.2617], [1.4852, -1.9914, -3.5434], [-0.0780, -1.7932, -3.4643], [-0.4327, -0.5744, -4.4199], [-0.1595, 0.8922, -3.8061], [0.9880, 1.6520, -4.2553], [-0.9429, 1.5166, -2.8396], [-0.8113, -2.8815, -4.1159], [-1.1592, -3.8961, -3.1877], [-1.6554, -4.9058, -3.5742], [-0.7924, -3.4351, -1.6932], [0.5113, -4.0292, -1.0590], [0.3415, -5.4402, -0.3870], [1.6802, -5.6982, 0.4435], [0.2136, -7.0900, -1.8119], [-2.0509, -3.6912, -0.7228], [-2.9867, -4.4478, -1.0610], [-2.0858, -3.1533, 0.4609], [-0.7651, -1.8402, -2.0287], [-2.8744, -1.2107, -2.2004], [-0.1132, -0.9957, -0.8563], [1.1451, -0.8542, -0.7320], [-0.8843, -0.4120, -0.0209], [0.4907, -2.8748, -6.2768], [2.1450, -3.5100, -6.7443], [1.9739, -1.7741, -6.3435], [3.1101, -3.0393, -4.5386], [2.0420, -1.0412, -3.7883], [1.8949, -2.3050, -2.5405], [-1.5141, -0.5815, -4.7459], [0.1574, -0.6157, -5.3826], [1.7912, 1.2311, -3.8962], [-0.3977, 2.1540, -2.3404], [1.2544, -4.1723, -1.9001], [1.0142, -3.3613, -0.3174], [-0.4869, -5.5069, 0.3580], [1.5795, -6.5556, 1.1583], [1.7916, -4.7757, 1.0919], [2.5894, -5.7433, -0.2039], [1.4234, 2.9345, -1.3753], [1.2954, 2.8787, -0.1765], [0.4742, 3.7392, 0.4519], [0.1172, 3.6290, 1.8340], [1.1505, 4.2805, 2.7304], [2.1106, 1.9150, 0.6304], [-0.0745, 2.5881, 2.1017], [-0.8333, 4.1559, 1.9413], [2.1245, 3.7943, 2.6423], [0.8352, 4.2367, 3.7721], [1.2935, 5.3273, 2.4494], [3.0996, 2.3429, 0.8095], [2.2103, 0.9947, 0.0515], [1.6566, 1.6326, 1.5771], [0.3584, 5.2794, 5.3074], [-0.6838, 5.0018, 5.8429], [-1.1382, 3.7387, 5.7949], [-2.2634, 3.2548, 6.5373], [-3.5609, 3.5329, 5.8067], [-1.5339, 6.0663, 6.4881], [-2.2599, 3.6519, 7.5552], [-2.1244, 2.1767, 6.6261], [-3.7306, 4.6039, 5.6809], [-4.4073, 3.1108, 6.3513], [-3.5337, 3.0972, 4.8063], [-2.1275, 6.5624, 5.7201], [-0.8726, 6.7940, 6.9577], [-2.1889, 5.6937, 7.2732]], "nbo_charge": [-0.65, 0.23, -0.38, -0.49, 0.28, -0.83, 1.18, -0.96, -0.90, -0.59, 0.84, -0.55, -0.31, -0.46, -0.26, -0.64, 0.01, 0.75, -0.74, -0.78, -0.16, 0.15, 0.72, -0.83, -0.73, 0.24, 0.20, 0.20, 0.15, 0.21, 0.27, 0.27, 0.22, 0.49, 0.51, 0.21, 0.27, 0.25, 0.20, 0.21, 0.20, -0.62, 0.83, -0.52, -0.07, -0.65, -0.76, 0.20, 0.18, 0.20, 0.25, 0.20, 0.21, 0.31, 0.22, -0.57, 0.80, -0.50, -0.07, -0.64, -0.74, 0.17, 0.21, 0.20, 0.22, 0.24, 0.25, 0.24, 0.21]}


(2)
{"formula": "C6H9BrO2", "method": "ωB97M-V/def2-TZVPD", "molar_mass_g_mol": 193.04, "s2": 2.007, "spin_multiplicity": 3, "homo_energy_ev": [-5.953, -10.093], "de_lowest_kj_mol": 124.5, "species": ["C", "C", "C", "C", "C", "C", "O", "O", "Br", "H", "H", "H", "H", "H", "H", "H", "H", "H"], "positions_angstrom": [[-0.2137, 2.0933, -0.0493], [0.3602, -1.2028, -1.5929], [-0.0735, -1.5387, -0.2081], [0.6141, -0.2386, -0.5391], [0.9141, 2.6313, 0.6415], [-1.5146, -1.5298, 0.2390], [-1.2688, 2.3154, -0.5162], [-1.5574, -1.2032, 1.6697], [2.5217, -0.1780, 0.0713], [1.2510, -1.7251, -1.9045], [-0.3671, -1.0031, -2.2765], [0.4645, -2.3191, 0.3120], [0.7660, 2.6412, 1.7497], [0.9984, 3.7938, 0.3322], [1.9428, 2.1412, 0.3162], [-1.8897, -2.5893, 0.0656], [-2.2818, -0.8556, -0.2619], [-0.6661, -1.2328, 1.9513]], "lowdin_spin": [0.55, 0.10, 0.08, 0.64, 0.13, 0.01, 0.29, 0.01, 0.11, 0.01, 0.01, 0.01, 0.00, 0.05, 0.01, 0.00, 0.00, 0.00]}


(3)
{"formula": "C9H14", "method": "ωB97M-V/def2-TZVPD", "molar_mass_g_mol": 122.21, "s2": 0.761, "spin_multiplicity": 2, "homo_energy_ev": [0.741, -3.137], "de_lowest_kj_mol": 84.7, "total_charge": -1, "species": ["C", "C", "C", "C", "C", "C", "C", "H", "H", "H", "H", "H", "H", "H", "H", "C", "C", "H", "H", "H", "H", "H", "H"], "positions_angstrom": [[1.2478, -2.6900, 1.6128], [-0.0418, -0.1832, -1.6810], [-0.4465, -1.5478, -1.6649], [0.7989, 0.3195, -0.7375], [-0.1748, -2.2643, -0.4354], [1.1708, -0.4861, 0.4336], [0.6731, -1.7918, 0.5400], [-0.5110, 0.5507, -2.3495], [-1.1232, -1.9233, -2.4189], [1.1729, 1.3307, -0.5788], [-0.5285, -3.2875, -0.3956], [1.5773, 0.1585, 1.2089], [2.3182, -2.7676, 1.3141], [0.7885, -3.6440, 1.8735], [1.3437, -2.1298, 2.5469], [-1.0507, 4.2710, 0.5144], [-1.5996, 2.8051, 0.6224], [-1.3275, 4.7906, 1.4258], [0.0251, 4.3873, 0.4131], [-1.5483, 4.7183, -0.3528], [-2.1816, 2.5725, -0.2676], [-0.7260, 2.1723, 0.7834], [-2.2803, 2.7627, 1.4754]], "lowdin_spin": [0.03, 0.08, 0.27, 0.10, 0.10, 0.25, 0.09, 0.00, 0.03, 0.00, 0.00, 0.03, 0.02, 0.00, 0.00, 0.00, 0.00, 0.00, 0.00, 0.00, 0.00, 0.00, 0.00]}


(4)
{"formula": "C10H13NO2P", "method": "ωB97M-V/def2-TZVPD", "molar_mass_g_mol": 210.19, "homo_energy_ev": [-2.320, -2.324], "total_charge": -1, "species": ["C", "C", "C", "C", "C", "C", "C", "C", "C", "C", "N", "O", "O", "P", "H", "H", "H", "H", "H", "H", "H", "H", "H", "H", "H", "H", "H"], "positions_angstrom": [[-4.1975, 1.2607, -0.0308], [-3.3108, 2.2459, 0.4366], [-3.6881, -0.0180, -0.2514], [-2.0338, 1.9417, 0.7209], [-2.3503, -0.3207, 0.1792], [-1.4830, 0.6144, 0.6649], [-0.0959, 0.2509, 0.8872], [0.7503, 0.2859, -0.4733], [0.9826, -0.8487, -1.4086], [3.0232, -0.6138, 1.1197], [2.9255, 1.9214, -0.6754], [4.0983, 2.3996, -0.5792], [0.7066, 1.1098, 1.6051], [2.2858, 0.8926, 0.3641], [-5.1172, 1.7488, -0.3064], [-3.7741, 3.1892, 0.6367], [-4.2662, -0.8521, -0.6613], [-1.4699, 2.6712, 1.1430], [-2.1779, -1.4306, 0.2701], [0.0719, -0.7902, 1.3171], [0.4898, 1.1863, -1.0987], [1.5087, -1.6755, -0.9094], [1.6704, -0.4590, -2.0904], [0.0579, -1.3101, -1.6619], [2.6047, -0.7357, 2.0889], [4.0624, -0.4844, 1.2584], [2.8283, -1.4446, 0.4637]], "nbo_charge": [-0.25, -0.22, -0.22, -0.19, -0.21, -0.01, 0.06, -0.52, -0.63, -0.98, -0.47, -0.64, -0.86, 1.45, 0.20, 0.20, 0.20, 0.22, 0.20, 0.14, 0.24, 0.18, 0.23, 0.20, 0.24, 0.23, 0.22]}


(5)
{"formula": "C6H11NO", "method": "ωB97M-V/def2-TZVPD", "molar_mass_g_mol": 113.16, "homo_energy_ev": -8.107, "de_lowest_kj_mol": 147.8, "species": ["C", "C", "C", "C", "N", "C", "C", "O", "H", "H", "H", "H", "H", "H", "H", "H", "H", "H", "H"], "positions_angstrom": [[-1.1933, 1.6111, -0.0079], [-0.1538, -0.8021, 1.7344], [-1.3051, 0.2978, -0.1962], [1.0506, -0.2297, -0.4900], [0.9397, -0.2400, -1.8661], [-0.2703, -0.7043, 0.2205], [2.1501, 0.1579, 0.1518], [-2.3179, -0.2708, -0.9158], [-2.9503, 0.4109, -1.1737], [1.7990, -0.1461, -2.3843], [0.2527, -0.8648, -2.2577], [-0.3817, 2.0240, 0.5594], [-1.9479, 2.3011, -0.3494], [-0.5595, -1.6763, -0.1937], [2.1866, 0.3177, 1.2106], [3.0716, 0.3107, -0.3856], [-1.0596, -1.2459, 2.1424], [0.6995, -1.4225, 2.0050], [-0.0104, 0.1714, 2.1964]], "nbo_charge": [-0.54, -0.59, 0.35, 0.24, -0.82, -0.32, -0.55, -0.69, 0.48, 0.38, 0.38, 0.22, 0.19, 0.23, 0.21, 0.19, 0.22, 0.22, 0.21]}


(6)
{"formula": "C5H11N2O", "method": "ωB97M-V/def2-TZVPD", "molar_mass_g_mol": 115.16, "homo_energy_ev": -12.955, "de_lowest_kj_mol": 797.3, "total_charge": 1, "species": ["O", "C", "C", "C", "C", "C", "N", "N", "H", "H", "H", "H", "H", "H", "H", "H", "H", "H", "H"], "positions_angstrom": [[-3.1382, 0.4209, 1.4888], [-2.4157, 1.3790, 1.1281], [-0.9272, 1.1885, 0.9519], [-0.6504, -0.3341, 0.8716], [0.7361, -0.7501, 0.5938], [1.5369, 0.2637, 0.5304], [2.6485, 0.1377, -4.5068], [1.1931, -2.1315, 0.4318], [-2.8314, 2.2271, 0.5911], [-0.3975, 1.6799, 1.7903], [-0.6867, 1.7887, 0.0437], [-1.2314, -0.7793, 0.0281], [-1.1895, -0.6690, 1.7501], [2.6339, 0.1434, 0.6512], [2.5319, -0.6859, -5.1012], [3.7152, 0.1066, -4.1736], [2.7623, 0.8933, -5.1763], [0.9701, -2.5100, 1.3207], [2.2603, -2.0869, 0.4343]], "nbo_charge": [-0.46, 0.43, -0.55, -0.48, 0.10, 0.29, -1.07, -0.68, 0.17, 0.26, 0.26, 0.29, 0.30, 0.28, 0.36, 0.35, 0.36, 0.40, 0.39]}


Question: Number 1 is which compound?
Answer: C21H32BFI2O12